#i
18
Properties=species:S:1:pos:R:3 method="wB97M-V/def2-TZVPD" smiles="[NH3+][C@H](CCO)C(=O)O" total_charge=+1 lumo_energy_ev=-3.379 homo_ev=-14.9 orbital_gap_ev=11.524 spin_multiplicity=1
N 0.97 0.54 0.88
C 0.48 -0.22 -0.34
C -1.06 -0.38 -0.27
C -1.84 0.94 -0.32
O -0.95 2.02 -0.04
C 1.25 -1.54 -0.45
O 1.17 -2.40 -1.26
O 2.08 -1.63 0.63
H 0.66 1.51 0.96
H 1.99 0.60 0.87
H 0.54 -0.02 1.61
H 0.69 0.36 -1.24
H -1.16 -1.02 -1.20
H -1.34 -1.15 0.46
H -2.52 1.07 -1.16
H -2.44 0.91 0.59
H -1.13 2.81 -0.55
H 2.60 -2.41 0.84

#ii
18
Properties=species:S:1:pos:R:3 method="wB97M-V/def2-TZVPD" total_charge=+1 lumo_energy_ev=-7.877 homo_ev=-14.4 orbital_gap_ev=6.528 spin_multiplicity=1
C 0.20 -1.20 0.35
O 0.35 -0.21 -0.61
C 1.57 -1.24 1.16
C 1.95 -2.58 1.41
C -1.78 1.69 -2.02
O -1.20 2.92 -1.81
O -2.16 0.98 -1.15
N 1.20 -0.61 2.52
H -0.66 -1.07 1.00
H 0.05 -2.10 -0.26
H -0.41 0.38 -0.74
H 2.22 -0.59 0.59
H 1.66 -3.05 2.35
H 2.83 -3.03 0.93
H -1.89 1.46 -3.09
H 1.18 -1.44 3.10
H -2.19 3.02 -1.61
H 2.00 -0.08 2.88

#i (125.7 kcal/mol below the next structure)

#i
8
Properties=species:S:1:pos:R:3 method="wB97M-V/def2-TZVPD" smiles=BrCCBr total_charge=0 lumo_energy_ev=0.393 homo_ev=-10.1 orbital_gap_ev=10.491 spin_multiplicity=1
Br -12.83 27.59 -22.43
C -12.03 27.40 -20.61
C -12.63 28.36 -19.53
Br -12.77 30.30 -20.15
H -10.94 27.46 -20.68
H -12.26 26.38 -20.32
H -11.81 28.35 -18.80
H -13.51 27.99 -19.01

#ii
8
Properties=species:S:1:pos:R:3 method="wB97M-V/def2-TZVPD" smiles=BrCCBr total_charge=0 lumo_energy_ev=0.676 homo_ev=-10.0 orbital_gap_ev=10.719 spin_multiplicity=1
Br -1.98 -0.16 -1.08
C -0.25 0.53 -0.52
C 0.55 -0.36 0.45
Br -0.48 -1.34 1.75
H -0.47 1.48 -0.06
H 0.29 0.65 -1.45
H 1.21 0.30 1.01
H 1.12 -1.10 -0.10

#ii (6.3 kcal/mol below the next structure)

#i
160
Properties=species:S:1:pos:R:3 method="wB97M-V/def2-TZVPD" smiles=CC1(C)CCCC(C)(C)N1O.CC1(C)CCCC(C)(C)N1O.CC1(C)CCCC(C)(C)N1O.CC1(C)CCCC(C)(C)N1O.COC[C@H](C)N.COC[C@H](C)N.CO total_charge=0 lumo_energy_ev=0.473 homo_ev=-8.5 orbital_gap_ev=8.999 spin_multiplicity=1
C -3.87 2.86 0.01
C -3.82 1.42 0.46
C -4.38 0.53 -0.66
C -2.38 0.90 0.84
C -1.95 1.38 2.23
C -2.98 1.02 3.30
C -4.44 1.37 2.96
C -5.38 0.64 3.88
C -4.59 2.88 3.24
N -4.71 1.01 1.58
O -6.08 1.34 1.21
H -3.28 2.94 -0.93
H -4.89 3.17 -0.25
H -3.39 3.58 0.65
H -3.93 0.60 -1.67
H -4.28 -0.51 -0.36
H -5.46 0.72 -0.72
H -2.37 -0.18 0.84
H -1.62 1.24 0.11
H -0.96 0.94 2.46
H -1.85 2.48 2.20
H -2.82 1.56 4.24
H -2.95 -0.06 3.48
H -6.38 1.16 3.84
H -4.95 0.69 4.85
H -5.42 -0.42 3.58
H -3.65 3.44 2.99
H -4.79 3.00 4.30
H -5.40 3.37 2.65
H -6.17 2.31 1.26
C -1.38 -5.12 -5.73
C -1.32 -3.67 -5.13
C -1.21 -2.73 -6.29
C -2.55 -3.28 -4.39
C -2.73 -4.03 -3.09
C -1.50 -3.78 -2.15
C -0.22 -4.22 -2.83
C 0.88 -3.54 -1.96
C -0.04 -5.71 -2.93
N -0.17 -3.47 -4.19
O 1.02 -3.78 -4.86
H -2.15 -5.75 -5.28
H -1.56 -5.08 -6.78
H -0.37 -5.64 -5.58
H -2.06 -3.00 -6.93
H -1.30 -1.71 -6.13
H -0.30 -2.99 -6.84
H -2.59 -2.22 -4.15
H -3.36 -3.38 -5.16
H -3.65 -3.72 -2.56
H -2.74 -5.11 -3.29
H -1.63 -4.39 -1.33
H -1.48 -2.78 -1.79
H 1.87 -3.60 -2.36
H 0.82 -3.91 -0.96
H 0.66 -2.45 -1.99
H -0.68 -6.15 -3.69
H -0.28 -6.10 -1.93
H 1.00 -5.85 -3.15
H 1.34 -2.89 -5.04
C 0.59 3.81 -0.57
C 1.83 4.42 -1.13
C 1.69 5.90 -0.77
C 3.00 3.92 -0.27
C 4.37 4.04 -0.88
C 4.44 3.53 -2.31
C 3.40 4.30 -3.14
C 3.79 5.75 -3.26
C 3.32 3.78 -4.54
N 2.08 4.06 -2.54
O 1.07 4.52 -3.42
H -0.27 4.19 -1.09
H 0.62 2.72 -0.83
H 0.51 4.01 0.51
H 1.18 6.03 0.20
H 2.68 6.46 -0.65
H 1.07 6.51 -1.48
H 3.01 4.38 0.73
H 2.85 2.85 -0.06
H 4.77 5.07 -0.84
H 5.06 3.54 -0.19
H 4.10 2.45 -2.32
H 5.42 3.69 -2.76
H 2.92 6.33 -3.64
H 4.53 5.89 -4.07
H 4.17 6.21 -2.33
H 2.91 2.79 -4.56
H 4.31 3.79 -5.07
H 2.71 4.39 -5.29
H 0.71 5.31 -2.89
C 0.24 -1.73 6.21
C -0.45 -2.99 5.70
C -1.07 -3.70 6.88
C -1.55 -2.60 4.73
C -1.01 -2.21 3.35
C -0.02 -3.23 2.80
C 1.09 -3.73 3.74
C 1.66 -5.05 3.31
C 2.19 -2.64 3.80
N 0.45 -4.03 5.08
O 1.48 -4.38 5.99
H 0.51 -0.98 5.44
H -0.42 -1.28 6.97
H 1.10 -2.07 6.78
H -0.36 -3.76 7.74
H -1.95 -3.17 7.17
H -1.31 -4.68 6.52
H -2.30 -3.40 4.71
H -2.16 -1.72 5.16
H -1.86 -2.03 2.62
H -0.52 -1.26 3.52
H 0.36 -3.04 1.80
H -0.66 -4.12 2.63
H 2.70 -5.00 3.51
H 1.71 -5.09 2.22
H 1.08 -5.89 3.69
H 1.85 -1.59 3.62
H 2.93 -2.81 3.04
H 2.67 -2.65 4.79
H 1.29 -5.27 6.20
C 0.01 1.95 5.20
O 0.95 1.28 4.38
C 1.84 2.10 3.63
C 3.13 1.21 3.24
C 3.99 1.02 4.51
N 3.97 1.92 2.22
H -0.78 2.49 4.68
H 0.54 2.67 5.84
H -0.33 1.16 5.87
H 1.40 2.46 2.74
H 2.28 2.96 4.13
H 2.87 0.25 2.79
H 4.43 1.99 4.77
H 4.76 0.24 4.47
H 3.38 0.75 5.36
H 4.93 1.60 2.42
H 3.67 1.65 1.32
C 1.57 0.97 -7.20
O 1.47 0.40 -5.93
C 0.31 0.84 -5.28
C 0.31 0.24 -3.92
C -1.04 0.41 -3.30
N 1.44 0.56 -3.08
H 0.69 0.86 -7.86
H 2.35 0.52 -7.78
H 1.78 2.03 -7.11
H 0.29 1.92 -5.28
H -0.54 0.44 -5.80
H 0.45 -0.82 -4.07
H -1.01 0.11 -2.23
H -1.77 -0.18 -3.78
H -1.39 1.45 -3.21
H 1.55 1.53 -2.85
H 2.32 0.41 -3.63
C 0.89 -0.72 0.32
O 1.88 0.16 -0.21
H 1.01 -0.69 1.42
H -0.16 -0.36 0.12
H 0.98 -1.76 -0.04
H 1.84 0.14 -1.18

#ii
160
Properties=species:S:1:pos:R:3 method="wB97M-V/def2-TZVPD" smiles=CC1(C)CCCC(C)(C)N1O.CC1(C)CCCC(C)(C)N1O.CC1(C)CCCC(C)(C)N1O.CC1(C)CCCC(C)(C)N1O.COC[C@H](C)N.COC[C@H](C)N.CO total_charge=0 lumo_energy_ev=0.416 homo_ev=-8.1 orbital_gap_ev=8.515 spin_multiplicity=1
C 19.53 11.01 16.39
C 18.69 12.07 15.66
C 19.71 13.08 15.07
C 17.94 11.41 14.47
C 16.68 10.61 14.81
C 15.69 11.47 15.60
C 16.34 12.06 16.88
C 15.38 13.11 17.31
C 16.42 10.91 17.92
N 17.64 12.74 16.46
O 18.16 13.45 17.52
H 20.49 10.79 15.94
H 19.73 11.30 17.42
H 18.88 10.14 16.49
H 20.27 12.69 14.21
H 19.21 14.03 14.85
H 20.54 13.26 15.75
H 17.75 12.23 13.78
H 18.55 10.67 13.95
H 16.13 10.31 13.92
H 16.93 9.67 15.31
H 14.88 10.78 15.81
H 15.23 12.27 15.01
H 15.74 13.60 18.21
H 14.40 12.71 17.59
H 15.23 13.88 16.55
H 17.11 10.07 17.84
H 15.41 10.49 17.84
H 16.37 11.11 18.99
H 18.49 12.77 18.10
C 15.26 18.28 8.57
C 16.53 17.38 8.68
C 17.71 18.19 8.04
C 16.92 17.19 10.19
C 16.05 16.17 10.91
C 15.97 14.85 10.17
C 15.53 14.97 8.66
C 15.87 13.54 8.08
C 14.00 15.23 8.52
N 16.38 16.06 8.01
O 16.21 16.12 6.65
H 14.72 18.24 9.52
H 15.49 19.32 8.34
H 14.62 17.93 7.77
H 17.83 19.18 8.48
H 18.64 17.61 8.12
H 17.60 18.30 6.96
H 17.98 16.93 10.23
H 16.80 18.19 10.62
H 16.44 16.03 11.92
H 15.06 16.61 11.02
H 15.16 14.30 10.66
H 16.91 14.32 10.35
H 15.73 13.42 7.01
H 15.31 12.70 8.51
H 16.93 13.33 8.19
H 13.69 16.11 9.08
H 13.50 14.35 8.92
H 13.63 15.38 7.51
H 16.95 15.60 6.33
C 21.35 10.61 11.96
C 22.49 10.18 10.99
C 23.69 9.76 11.86
C 21.81 9.02 10.24
C 22.61 8.50 8.93
C 22.75 9.69 7.97
C 23.37 10.96 8.67
C 24.90 10.75 8.66
C 23.03 12.15 7.74
N 22.83 11.19 9.98
O 23.05 12.50 10.54
H 21.69 11.31 12.73
H 20.45 11.04 11.55
H 21.03 9.73 12.52
H 23.56 9.01 12.64
H 24.43 9.31 11.19
H 24.30 10.57 12.27
H 21.75 8.19 10.94
H 20.79 9.27 9.93
H 23.62 8.15 9.17
H 21.95 7.72 8.54
H 21.80 9.97 7.50
H 23.40 9.39 7.15
H 25.38 11.56 9.21
H 25.21 10.61 7.63
H 25.22 9.80 9.08
H 21.97 12.40 7.69
H 23.39 11.96 6.73
H 23.47 13.13 7.92
H 23.78 12.36 11.15
C 12.78 9.60 13.14
C 11.57 10.61 13.32
C 11.13 10.66 14.81
C 12.05 11.98 12.87
C 12.26 12.19 11.40
C 10.99 11.77 10.72
C 10.50 10.31 11.04
C 9.03 10.22 10.43
C 11.41 9.14 10.32
N 10.40 10.21 12.53
O 9.91 9.00 12.90
H 13.41 9.61 12.25
H 13.60 9.70 13.86
H 12.37 8.61 13.34
H 11.05 9.71 15.32
H 11.80 11.34 15.34
H 10.14 11.11 14.89
H 11.29 12.74 13.02
H 12.85 12.49 13.40
H 12.49 13.24 11.26
H 13.08 11.54 11.10
H 11.17 11.88 9.65
H 10.18 12.43 11.04
H 8.46 9.34 10.74
H 9.01 10.35 9.35
H 8.47 11.08 10.79
H 12.46 9.40 10.19
H 10.99 8.69 9.43
H 11.53 8.39 11.10
H 9.10 9.26 13.33
C 18.49 7.67 13.84
O 17.28 7.72 13.10
C 17.54 7.92 11.63
C 16.22 8.27 10.86
C 15.13 7.17 10.84
N 16.55 8.55 9.50
H 18.90 8.67 14.00
H 19.25 7.02 13.42
H 18.22 7.21 14.79
H 18.39 8.60 11.54
H 17.90 6.94 11.30
H 15.75 9.17 11.25
H 15.10 6.44 10.03
H 14.10 7.47 11.05
H 15.41 6.64 11.75
H 15.70 8.92 9.10
H 17.13 9.38 9.60
C 22.22 15.96 7.53
O 21.25 15.05 8.13
C 21.06 15.09 9.53
C 19.77 14.33 9.99
C 19.63 14.49 11.54
N 19.95 12.88 9.79
H 21.95 16.97 7.85
H 21.92 15.91 6.48
H 23.24 15.70 7.78
H 22.01 14.82 10.00
H 20.91 16.09 9.92
H 18.90 14.74 9.47
H 18.68 14.02 11.82
H 19.65 15.54 11.81
H 20.45 14.01 12.08
H 20.90 12.65 10.07
H 20.04 12.89 8.78
C 16.90 11.61 11.08
O 17.81 11.22 10.07
H 17.14 12.49 11.68
H 15.90 11.71 10.64
H 16.70 10.86 11.85
H 18.55 11.82 10.09

#i (40.4 kcal/mol below the next structure)